1.
Molecular formula: C22H22N3O2
Method: DFT, the ωB97M-V functional and the def2-TZVPD basis

Calculated values
Energy relative to the best compared isomer or geometry (same formula, charge and spin)   135.1 kcal per mole
Total charge   +1
Highest occupied orbital energy   -10.37 eV
Calculated total energy   -1165.866244 hartree
Frontier orbital gap   6.388 eV
E_LUMO   -3.9775 eV
Max |F|   4.02 eV Å⁻¹

CARTESIAN COORDINATES (ANGSTROEM)
C 2.1669 2.1928 1.1958
C 1.5116 3.2642 0.4078
C 0.2961 3.8467 0.6262
C -0.6823 3.7286 1.6393
C -0.5793 2.9900 2.7867
C 0.5302 2.2016 3.1778
C 1.7131 1.8651 2.5761
H 3.1781 2.6692 1.4114
H 2.0596 3.6106 -0.4837
H -0.0016 4.5415 -0.1686
H -1.5934 4.3305 1.4934
H -1.4119 3.0289 3.5104
H 0.3918 1.7342 4.1647
H 2.3910 1.2325 3.1780
C 2.6935 -1.8134 1.4958
N 2.4248 -1.2634 0.1672
C 3.1273 -0.2406 -0.4204
H 2.4285 1.3211 0.5982
C 4.5945 -0.1934 -0.2706
C 5.2083 -1.2563 -0.9867
C 6.5737 -1.3837 -0.9708
C 7.3295 -0.4445 -0.2424
N 8.7599 -0.6113 -0.2506
O 9.4320 0.2318 0.4013
O 9.2865 -1.5627 -0.8866
C 6.7278 0.6134 0.4705
C 5.3520 0.7412 0.4678
N 2.5684 0.0060 -1.6508
C 3.0203 1.0377 -2.5843
C 1.5869 -0.9608 -1.8966
C 1.4987 -1.7581 -0.7582
C 0.8383 -2.9813 -0.7343
C 0.2720 -3.3599 -1.9590
C 0.3613 -2.5469 -3.1230
C 1.0248 -1.3068 -3.1202
H 2.0836 -2.7177 1.6062
H 3.7454 -2.1148 1.5682
H 2.4970 -1.0942 2.3192
H 4.5734 -1.9581 -1.5375
H 7.0301 -2.1963 -1.5141
H 7.3872 1.2842 0.9974
H 4.8820 1.5434 1.0281
H 2.4987 0.8715 -3.5339
H 2.8596 2.0728 -2.2137
H 4.0941 0.9211 -2.7715
H 0.7590 -3.5623 0.1938
H -0.2750 -4.3075 -2.0233
H -0.1165 -2.8895 -4.0435
H 1.0838 -0.6337 -3.9818

---

2.
Molecular formula: C22H22N3O5Zr
Method: DFT, the ωB97M-V functional and the def2-TZVPD basis

Calculated values
Total charge   +3
Highest occupied orbital energy   -17.64 eV
Calculated total energy   -1438.289617 hartree
Frontier orbital gap   6.377 eV
E_LUMO   -11.2583 eV
Max |F|   1.03 eV Å⁻¹

CARTESIAN COORDINATES (ANGSTROEM)
Zr 0.3140 -0.0870 0.0122
C 3.7267 1.0155 -0.9965
C 2.7274 -0.1011 -0.9934
C 2.7085 -1.0409 0.0608
C 1.9170 -2.1976 -0.0035
C 2.1037 -3.3124 0.9725
C 0.9806 -2.2988 -1.0555
C 0.9812 -1.3931 -2.1341
C 0.1179 -1.6043 -3.3365
C 1.8528 -0.2897 -2.0720
H 4.6416 0.6445 -1.4664
H 3.9862 1.3357 0.0116
H 3.3864 1.8688 -1.5808
H 3.4340 -0.9413 0.8594
H 2.9313 -3.9254 0.6038
H 1.2266 -3.9534 1.0409
H 2.3817 -2.9536 1.9625
H 0.3602 -3.1847 -1.1189
H 0.7632 -1.9079 -4.1655
H -0.3789 -0.6830 -3.6390
H -0.6202 -2.3875 -3.1813
H 1.8915 0.3930 -2.9111
O -1.4565 -1.8613 3.5134
C -1.1836 -1.2464 2.4261
O -0.0488 -1.2140 1.8893
C -2.2773 -0.4910 1.7725
C -3.5722 -0.3360 2.1862
C -4.4012 0.4987 1.4172
C -3.9001 1.1498 0.3007
C -2.5810 0.9167 -0.0451
N -1.8053 0.1060 0.6687
C -1.8117 1.5827 -1.1523
O -2.1163 2.5912 -1.6761
O -0.6272 0.8962 -1.3599
H -0.6929 -2.3336 3.9049
H -3.9381 -0.8329 3.0760
H -5.4333 0.6450 1.7112
H -4.5048 1.8245 -0.2931
N 2.4420 6.4272 2.4829
C 1.8928 5.3540 3.0758
O 1.5088 5.2907 4.2196
C 1.6675 4.1088 2.2243
C 1.4170 4.1007 0.8572
C 1.0849 2.9188 0.2397
N 1.0169 1.7455 0.9184
C 1.2931 1.7564 2.2557
C 1.6015 2.9047 2.9255
H 2.5686 7.2616 3.0376
H 2.8021 6.4287 1.5450
H 1.4318 5.0065 0.2646
H 0.8547 2.8923 -0.8157
H 1.2606 0.8077 2.7733
H 1.7725 2.9043 3.9940

---

3.
Molecular formula: C22H22N4O4S
Method: DFT, the ωB97M-V functional and the def2-TZVPD basis

Calculated values
Energy relative to the best compared isomer or geometry (same formula, charge and spin)   495.1 kcal per mole
Highest occupied orbital energy   -7.76 eV
Calculated total energy   -1769.023520 hartree
Frontier orbital gap   7.582 eV
E_LUMO   -0.1833 eV
Max |F|   17.29 eV Å⁻¹

CARTESIAN COORDINATES (ANGSTROEM)
C 5.8245 4.0396 -2.9531
O 4.6701 4.5765 -2.2465
C 3.8009 3.5850 -1.6870
C 2.8692 3.0558 -2.7598
N 1.7597 2.3930 -2.1950
C 2.1378 1.1986 -1.7958
N 1.3313 0.5108 -0.9849
C 1.7043 -1.0252 -0.9199
C 2.9267 -1.2778 -1.4845
S 3.5169 0.1166 -2.2296
H 3.6327 -2.2954 -1.3348
C 0.9861 -1.9726 -0.1769
C 0.0118 -1.3611 0.9753
C -0.6606 -2.3759 1.7528
C -0.8874 -3.6628 1.2010
C 0.0125 -4.0029 0.3202
C 0.6758 -3.1094 -0.3712
H 1.3510 -3.5159 -1.2366
H -0.2194 -5.2881 -0.0524
O -1.6243 -4.4652 2.0108
C -2.1614 -4.0956 3.1132
C -2.1978 -2.5734 3.4854
O -3.1394 -2.2302 4.2192
N -1.4088 -1.7722 2.8248
H -1.6371 -1.0246 2.5958
H -3.1312 -4.7007 3.4417
H -1.5205 -4.2530 3.9650
H 0.3268 -0.6097 1.3986
N 0.1698 0.7785 -0.4700
C -0.8783 1.3774 -0.9843
C -2.0082 1.3165 -0.2252
C -1.9340 1.4699 1.0699
C -2.9723 1.3678 2.0713
C -4.3309 1.4089 1.4742
C -4.4431 1.3614 0.1089
C -3.2341 1.1782 -0.6509
H -3.5750 1.2320 -1.9097
H -5.3076 1.2828 -0.0460
O -5.3217 1.1857 2.2936
H -4.9223 1.1201 3.2430
H -2.8851 1.5215 3.2878
H -0.6575 1.6579 1.7376
C -0.8472 2.0078 -2.4620
H -0.0409 2.6658 -2.5972
H -0.8067 1.0919 -3.2897
H -1.9429 2.5023 -2.5144
H 3.4224 2.4860 -3.3627
H 2.2707 3.9053 -3.2540
H 4.3944 2.8443 -1.2502
H 3.4202 4.3598 -1.0815
H 6.5239 4.7620 -3.3122
H 6.3119 3.1995 -2.4884
H 5.3281 3.4195 -3.9718

---

4.
Molecular formula: C22H22N5O2SSc
Method: DFT, the ωB97M-V functional and the def2-TZVPD basis

Calculated values
Energy relative to the best compared isomer or geometry (same formula, charge and spin)   0.4 kcal per mole
Total charge   +2
Highest occupied orbital energy   -13.54 eV
Calculated total energy   -2434.489218 hartree
Frontier orbital gap   7.925 eV
E_LUMO   -5.6098 eV
Max |F|   0.32 eV Å⁻¹

CARTESIAN COORDINATES (ANGSTROEM)
Sc 0.2695 0.6470 -0.0516
O 0.5240 -1.0976 0.7507
C 1.2964 -1.6846 1.6671
C 1.2876 -3.0774 1.7793
C 2.0963 -3.7194 2.6944
C 2.9428 -2.9836 3.5215
C 2.9393 -1.6082 3.4378
C 2.1152 -0.9324 2.5281
C 2.0819 0.5273 2.5063
N 1.4482 1.3145 1.6279
C 1.7025 2.6288 1.9975
C 2.4769 2.6338 3.1035
N 2.7077 1.3105 3.4045
H 0.6164 -3.6326 1.1361
H 2.0695 -4.7984 2.7717
H 3.5833 -3.4816 4.2354
H 3.5966 -1.0539 4.0966
H 1.3107 3.4598 1.4381
H 2.8798 3.4377 3.6928
H 3.2328 0.9829 4.1981
C -0.7158 4.7836 -1.5156
C -0.8968 3.3017 -1.5441
O -0.1506 2.5413 -0.8822
N -1.8806 2.7922 -2.2748
C -2.1249 1.3548 -2.3813
C -2.7761 0.7663 -1.1490
C -4.1501 0.6313 -1.0766
C -4.7247 0.0841 0.0617
C -3.9018 -0.3263 1.0963
C -2.5372 -0.1734 0.9508
N -1.9761 0.3690 -0.1415
H 0.2978 5.0184 -1.2047
H -1.4137 5.2135 -0.7943
H -0.9141 5.2296 -2.4887
H -2.4559 3.4233 -2.8110
H -1.1810 0.8477 -2.5971
H -2.7714 1.1995 -3.2415
H -4.7654 0.9433 -1.9096
H -5.7982 -0.0286 0.1320
H -4.3020 -0.7679 1.9972
H -1.8552 -0.5081 1.7232
S 1.7025 0.2166 -2.0540
C 2.5908 -1.1399 -1.4205
N 2.2862 -2.3823 -1.8505
C 2.9150 -3.5031 -1.4399
C 3.9295 -3.4183 -0.5288
C 4.2860 -2.1550 -0.0539
C 3.6291 -1.0246 -0.4987
H 1.5318 -2.4582 -2.5221
H 2.5742 -4.4312 -1.8748
H 4.4349 -4.3130 -0.1990
H 5.0920 -2.0590 0.6618
H 3.9038 -0.0380 -0.1554

---

5.
Molecular formula: C22H22O2
Method: DFT, the ωB97M-V functional and the def2-TZVPD basis

Calculated values
Energy relative to the best compared isomer or geometry (same formula, charge and spin)   40.3 kcal per mole
Highest occupied orbital energy   -5.37 eV
Calculated total energy   -1001.874869 hartree
Frontier orbital gap   3.227 eV
E_LUMO   -2.1445 eV
Max |F|   2.75 eV Å⁻¹

CARTESIAN COORDINATES (ANGSTROEM)
C -1.5441 4.9272 -1.0175
C -1.5037 3.5083 -0.5448
C -0.7952 3.2066 0.6259
C -0.7191 1.9062 1.0867
C -1.3137 0.8291 0.3620
C -1.1645 -0.4829 0.8702
C -2.0621 -1.5675 0.7870
C -1.7152 -2.7692 1.4868
C -2.4456 -3.9268 1.3310
C -3.5423 -3.9677 0.4545
C -4.2492 -5.2703 0.2519
C -3.9478 -2.7835 -0.1816
C -3.2920 -1.5846 0.0550
C -1.9706 1.1468 -0.8598
C -2.1237 2.4688 -1.2544
H -2.2838 5.0560 -1.8107
H -1.7935 5.6049 -0.1923
H -0.5683 5.2490 -1.4077
H -0.3178 4.0114 1.1861
H -0.2023 1.6730 2.0185
H -0.3052 -0.6577 1.5126
H -0.8402 -2.7383 2.1381
H -2.1702 -4.8277 1.8819
H -4.9653 -5.2078 -0.5708
H -3.5363 -6.0762 0.0343
H -4.7960 -5.5702 1.1559
H -4.8032 -2.8286 -0.8613
H -3.7057 -0.6484 -0.3248
H -2.3103 0.3335 -1.5020
H -2.7280 2.7181 -2.1283
C 6.4903 1.7704 0.6079
O 6.0391 0.9595 -0.5038
C 4.7570 0.5330 -0.5322
C 4.3763 -0.2698 -1.6449
C 3.1087 -0.7578 -1.7436
C 2.0544 -0.4263 -0.7794
O 0.8519 -0.7581 -0.9271
C 2.5245 0.3455 0.3670
C 3.8033 0.8307 0.4733
H 7.5329 1.9845 0.3609
H 5.9137 2.7058 0.6814
H 6.4283 1.2157 1.5575
H 5.1287 -0.4832 -2.4031
H 2.8241 -1.3892 -2.5796
H 1.7997 0.5660 1.1475
H 4.0821 1.4420 1.3360

---

6.
Molecular formula: C22H22O6
Method: DFT, the ωB97M-V functional and the def2-TZVPD basis

Calculated values
Energy relative to the best compared isomer or geometry (same formula, charge and spin)   388.3 kcal per mole
Highest occupied orbital energy   -8.28 eV
Calculated total energy   -1302.363867 hartree
Frontier orbital gap   7.390 eV
E_LUMO   -0.8878 eV
Max |F|   14.93 eV Å⁻¹

CARTESIAN COORDINATES (ANGSTROEM)
C -0.3306 1.5352 1.7442
H -0.5137 1.5572 0.5334
O 0.7776 0.7193 1.9777
C 2.0832 1.2819 1.5405
C 2.3476 2.5718 0.6830
C 3.5951 2.8945 0.4977
C 4.6783 2.1800 0.9238
C 4.5621 0.8200 1.3867
C 3.3222 0.4233 1.8495
C 3.0189 -0.8203 2.5718
O 2.8298 -2.0940 1.7330
C 1.6958 -1.9146 1.0252
C 0.4464 -2.0109 1.6243
C -0.8683 -2.1386 1.2303
C -0.9112 -1.5632 -0.2214
C 0.1990 -1.1806 -0.6803
C 1.4164 -1.1940 -0.2520
C 2.6699 -0.9355 -0.9895
H 2.5701 -1.6411 -2.1103
H 2.6582 0.0404 -1.1494
H 3.6558 -1.2819 -0.5945
O 0.1742 -0.8183 -1.8775
C -1.0595 -0.6512 -2.6598
O -1.0096 -0.1234 -3.6652
C -2.1750 -1.0752 -2.2111
C -2.3257 -1.3735 -0.7946
C -3.4930 -1.4785 -0.0038
H -4.4178 -1.5087 -0.4963
H -3.5260 -2.6769 0.3393
H -3.5171 -1.1095 1.0390
C -3.4994 -0.6850 -2.8623
H -4.2833 -1.1378 -2.5964
H -3.3356 -0.8585 -3.8600
C -3.8007 1.0627 -2.8136
C -4.0984 1.4259 -1.3629
O -5.2547 1.0808 -0.7731
O -2.9882 1.7884 -0.9025
H -3.3752 2.0945 0.4118
H -4.7057 1.0932 -3.3683
H -2.9204 1.3903 -3.0073
H -1.8394 -2.2507 1.8536
H 0.5373 -2.5702 3.0551
H 4.0447 -1.1152 3.1703
H 2.2670 -0.6527 3.3530
H 5.4650 0.1702 1.7130
H 5.5185 2.3767 0.3468
H 3.5942 3.8158 -0.1474
H 1.3249 3.1871 0.5506
H -0.2252 2.4359 2.0003
H -0.9786 0.9154 2.2459

---

7.
Molecular formula: C22H23BCl2N8ReS
Method: DFT, the ωB97M-V functional and the def2-TZVPD basis

Calculated values
Total charge   +3
Highest occupied orbital energy (alpha / beta)   -16.61 / -16.61 eV
Calculated total energy   -2710.904272 hartree
Frontier orbital gap (alpha / beta)   3.711 / 3.712 eV
E_LUMO (alpha / beta)   -12.8958 / -12.8947 eV
Max |F|   1.42 eV Å⁻¹

CARTESIAN COORDINATES (ANGSTROEM)
Re -0.5038 -1.3353 -0.0605
C -1.5919 -0.9602 -3.4444
C -0.6722 0.0490 -2.8522
C -0.2100 1.2507 -3.3561
C 0.5989 1.8011 -2.3685
N 0.6306 0.9813 -1.3157
N -0.1430 -0.1043 -1.6144
B 1.5702 1.0349 -0.0402
N 2.2758 -0.3779 -0.0465
C 3.5413 -0.7473 0.0962
C 3.6162 -2.1480 0.1481
C 2.3292 -2.6081 0.0443
C 1.7948 -3.9976 0.0531
N 1.5002 -1.5058 -0.0836
N 0.6762 1.0057 1.2476
C 0.6720 1.7394 2.3674
C -0.0945 1.1005 3.3358
C -0.5581 -0.0645 2.7592
C -1.4343 -1.1363 3.3077
N -0.0786 -0.1189 1.4937
N 2.5298 2.1410 -0.1374
C 3.5144 2.3243 -1.0769
C 4.1156 3.5140 -0.8129
C 3.4497 4.0252 0.3373
C 3.7221 5.2964 1.0612
N 2.4976 3.2000 0.7200
H -1.6677 -0.8115 -4.5193
H -2.6000 -0.8650 -3.0323
H -1.2316 -1.9789 -3.2842
H -0.4194 1.6670 -4.3273
H 1.1727 2.7156 -2.3591
H 4.3216 -0.0027 0.1637
H 4.5092 -2.7430 0.2465
H 2.6122 -4.7097 0.1378
H 1.2629 -4.2276 -0.8730
H 1.1370 -4.1670 0.9099
H 1.2505 2.6514 2.3826
H -0.2710 1.4398 4.3428
H -1.4590 -1.0791 4.3939
H -1.0661 -2.1332 3.0491
H -2.4632 -1.0284 2.9547
H 3.6988 1.6039 -1.8602
H 4.9291 3.9671 -1.3547
H 4.4980 5.8631 0.5528
H 4.0592 5.0955 2.0773
H 2.8257 5.9123 1.1115
Cl -2.1253 -3.0299 -0.0852
C -3.7879 -2.4141 -0.0646
C -4.8444 -3.2756 -0.0878
C -6.1057 -2.6766 -0.0637
C -6.2542 -1.2941 -0.0182
C -5.1478 -0.4606 0.0037
Cl -5.3269 1.2322 0.0584
C -3.8564 -1.0270 -0.0198
S -2.4404 -0.0702 0.0058
H -4.7370 -4.3513 -0.1225
H -6.9808 -3.3133 -0.0810
H -7.2402 -0.8482 0.0003

---

8.
Molecular formula: C22H23BF2N2O2S2TeZn
Method: DFT, the ωB97M-V functional and the def2-TZVPD basis

Calculated values
Energy relative to the best compared isomer or geometry (same formula, charge and spin)   82.9 kcal per mole
Total charge   -2
Highest occupied orbital energy (alpha / beta)   1.95 / 1.95 eV
Calculated total energy   -4180.097516 hartree
Frontier orbital gap (alpha / beta)   2.281 / 2.282 eV
E_LUMO (alpha / beta)   4.2297 / 4.2312 eV
Max |F|   8.33 eV Å⁻¹

CARTESIAN COORDINATES (ANGSTROEM)
Zn 0.5032 -0.7039 -0.6680
O 2.1510 -4.1741 -2.0590
C 1.5179 -3.0993 -2.3559
O 1.1480 -2.1706 -1.5623
C 1.1488 -2.8665 -3.7955
C 1.4608 -3.7623 -4.8264
C 1.0843 -3.4773 -6.1419
C 0.3944 -2.2958 -6.4321
C 0.0782 -1.3953 -5.4106
C 0.4575 -1.6881 -4.1039
S 0.0998 -0.6221 -2.7967
H 1.9968 -4.6738 -4.5801
H 1.3299 -4.1760 -6.9326
H 0.1005 -2.0705 -7.4501
H -0.4564 -0.4774 -5.6283
C 2.6291 0.1149 3.3778
N 2.1653 -0.8256 2.3840
C 2.6587 -1.0599 1.1361
S 1.8979 -2.2228 0.2137
N 3.7357 -0.3086 0.7699
C 4.4571 -0.3494 -0.4881
H 1.9932 0.0306 4.2621
H 2.5695 1.1282 2.9721
H 3.6642 -0.1181 3.6405
H 1.3651 -1.4017 2.6224
H 4.0830 0.3545 1.4442
H 4.0496 -1.0752 -1.1924
H 5.4987 -0.5986 -0.2690
H 4.4169 0.6497 -0.9297
F -0.2569 1.9671 -1.8412
B -0.7536 0.6649 -1.4626
F -2.1482 0.3406 -1.6516
Te -0.3444 1.2898 0.7186
C -1.0436 2.9269 1.8589
C -0.7410 3.0134 3.2199
C -1.2049 4.0944 3.9733
C -1.9724 5.0899 3.3681
C -2.2767 5.0046 2.0091
C -1.8134 3.9237 1.2550
C -2.1027 0.2336 1.2381
C -2.1290 -0.5614 2.3864
C -3.2923 -1.2518 2.7338
C -4.4312 -1.1482 1.9347
C -4.4070 -0.3548 0.7874
C -3.2441 0.3361 0.4392
H -0.1493 2.2466 3.6936
H -0.9707 4.1613 5.0248
H -2.3310 5.9254 3.9509
H -2.8709 5.7750 1.5422
H -2.0530 3.8627 0.2054
H -1.2523 -0.6432 3.0089
H -3.3125 -1.8655 3.6213
H -5.3310 -1.6812 2.2044
H -5.2887 -0.2751 0.1704
H -3.2317 0.9498 -0.4473
H 0.7539 -0.6917 0.8575

---

Q: Among the records above, which one has the lowest calculated total energy?
A: C22H23BF2N2O2S2TeZn